# 1
Computed, not measured: an isolated molecule of C4H7F in a non-equilibrium geometry, with ωB97M-V/def2-TZVPD.

Calculated values
* total energy: -256.41887 Ha
* structure (SMILES): C=C(F)CC
* frontier orbital gap: 10.47 eV

Structure (ORCA input):
```
! RIJCOSX wB97M-V def2-TZVPD def2/J DEFGRID3
* xyz 0 1
C -0.958 -0.329 1.028
C -0.716 0.557 -0.170
C 0.583 0.366 -0.879
C 1.621 -0.427 -0.502
H -0.376 0.146 1.900
H -0.798 -1.371 0.777
H -1.962 -0.301 1.458
H -0.711 1.575 0.202
H -1.204 0.420 -1.113
H 2.437 -0.689 -1.203
H 1.498 -0.953 0.561
F 0.585 1.007 -2.059
*
```

Electronic structure analysis, Löwdin charges in units of e:
1 C -0.117
2 C -0.212
3 C -0.414
4 C 0.059
5 H 0.112
6 H 0.072
7 H 0.065
8 H 0.117
9 H 0.114
10 H 0.063
11 H 0.100
12 F 0.041


# 2
Computed, not measured: a structure of composition C4H7F in a non-equilibrium geometry, with ωB97M-V/def2-TZVPD.

Calculated values
* total energy: -256.33899 Ha
* frontier orbital gap: 10.33 eV

Structure (ORCA input):
```
! RIJCOSX wB97M-V def2-TZVPD def2/J DEFGRID3
* xyz 0 1
C 0.801 0.910 0.746
C 0.714 0.728 -0.805
C 0.444 -0.391 0.129
C -1.483 -0.933 0.004
F 1.100 -1.611 0.343
H 1.784 1.002 1.189
H -0.095 1.475 1.113
H -0.234 1.016 -1.315
H 1.592 0.713 -1.549
H -1.616 -0.154 0.666
H -1.470 -1.867 0.507
H -1.537 -0.888 -1.027
*
```

Electronic structure analysis, Löwdin charges in units of e:
1 C -0.070
2 C -0.110
3 C -0.373
4 C 0.098
5 F -0.024
6 H 0.102
7 H 0.110
8 H 0.098
9 H 0.129
10 H -0.003
11 H 0.028
12 H 0.013


# 3
Computed, not measured: a cluster of 2 separate species, C4H7F2NO in total in a non-equilibrium geometry, with ωB97M-V/def2-TZVPD.

Calculated values
* total energy: -486.19482 Ha
* frontier orbital gap (alpha / beta): 8.97 / 6.89 eV

Structure (ORCA input):
```
! RIJCOSX wB97M-V def2-TZVPD def2/J DEFGRID3
* xyz 0 1
C 2.569 -0.619 0.258
C -2.376 -0.765 -0.435
C -1.225 0.193 -0.598
C -0.254 0.308 0.491
N 3.049 0.508 0.614
O 2.680 -1.614 -0.311
F 0.281 1.653 0.488
F -0.785 0.193 1.700
H -2.142 -1.799 -0.628
H -3.176 -0.355 -1.113
H -2.554 -0.658 0.667
H -0.774 -0.194 -1.559
H -1.713 1.114 -0.914
H 2.378 1.322 0.969
H 4.042 0.713 0.372
*
```

Electronic structure analysis, Löwdin charges in units of e:
1 C -0.400
2 C -0.108
3 C -0.244
4 C -0.287
5 N 0.117
6 O 0.136
7 F -0.064
8 F 0.064
9 H 0.067
10 H 0.097
11 H 0.082
12 H 0.130
13 H 0.113
14 H 0.168
15 H 0.132


# 4
Computed, not measured: a cluster of 2 separate species, C4H7F2NO in total in a non-equilibrium geometry, with ωB97M-V/def2-TZVPD.

Calculated values
* total energy: -486.26211 Ha
* frontier orbital gap: 9.66 eV

Structure (ORCA input):
```
! RIJCOSX wB97M-V def2-TZVPD def2/J DEFGRID3
* xyz 0 1
C 0.268 0.545 0.939
C -1.037 1.076 1.289
C -0.624 -0.864 -1.181
C 0.439 -0.403 -0.260
N 1.630 -0.901 -0.351
O 1.222 0.608 1.680
F -0.061 -1.277 -2.377
F 0.651 1.611 -1.044
H -1.791 0.182 1.502
H -0.829 1.679 2.234
H -1.558 1.801 0.503
H -1.608 -0.244 -1.301
H -0.929 -1.773 -0.840
H 1.959 -1.324 -1.176
H 2.268 -0.715 0.383
*
```

Electronic structure analysis, Löwdin charges in units of e:
1 C -0.475
2 C -0.038
3 C -0.132
4 C -0.174
5 N 0.249
6 O 0.086
7 F -0.019
8 F -0.400
9 H 0.131
10 H 0.108
11 H 0.135
12 H 0.178
13 H 0.098
14 H 0.129
15 H 0.124


# 5
Computed, not measured: a structure of composition C4H7FI2 in a non-equilibrium geometry, with ωB97M-V/def2-TZVPD.

Calculated values
* total energy: -851.68833 Ha
* frontier orbital gap (alpha / beta): 6.82 / 7.70 eV

Structure (ORCA input):
```
! RIJCOSX wB97M-V def2-TZVPD def2/J DEFGRID3
* xyz 0 3
C 1.388 -0.428 -1.275
C 1.110 0.438 -0.053
C 1.004 -0.239 1.188
C -2.585 0.147 0.825
F -3.506 0.575 1.697
I -2.083 1.781 -0.522
I -3.330 -1.580 -0.236
H 0.676 -1.248 -1.335
H 2.389 -0.848 -1.211
H 1.318 0.161 -2.184
H 0.075 0.918 -0.226
H 1.759 1.318 -0.010
H 1.042 0.288 2.123
H 0.742 -1.283 1.219
*
```

Electronic structure analysis, Löwdin charges in units of e:
1 C -0.114
2 C -0.426
3 C -0.021
4 C -1.103
5 F -0.178
6 I 0.817
7 I 0.695
8 H 0.066
9 H 0.071
10 H 0.066
11 H -0.078
12 H 0.109
13 H 0.045
14 H 0.051


# 6
Computed, not measured: an isolated molecule of C4H7FN2 in a non-equilibrium geometry, with ωB97M-V/def2-TZVPD.

Calculated values
* total energy: -365.81251 Ha
* frontier orbital gap (alpha / beta): 8.80 / 8.80 eV

Structure (ORCA input):
```
! RIJCOSX wB97M-V def2-TZVPD def2/J DEFGRID3
* xyz 0 1
C -0.830 0.305 -0.373
C 0.256 1.180 0.333
C 0.870 -2.051 -2.320
C 0.252 0.643 1.784
N -0.185 -1.038 -0.443
N 0.114 -1.635 -1.488
F 0.589 -3.034 -3.129
H -1.687 0.382 0.269
H -1.142 0.650 -1.491
H 1.137 0.954 -0.113
H 0.117 2.227 0.379
H 0.876 1.185 2.432
H 0.380 -0.522 1.785
H -0.749 0.756 2.378
*
```

Electronic structure analysis, Löwdin charges in units of e:
1 C -0.188
2 C -0.224
3 C -0.160
4 C -0.132
5 N 0.032
6 N 0.010
7 F 0.051
8 H 0.084
9 H 0.148
10 H 0.061
11 H 0.092
12 H 0.032
13 H 0.097
14 H 0.097


# 7
Computed, not measured: an isolated molecule of C4H7FN2O in a non-equilibrium geometry, with ωB97M-V/def2-TZVPD.

Calculated values
* total energy: -441.22545 Ha
* structure (SMILES): CN/C=C(\F)C(N)=O
* frontier orbital gap: 8.79 eV

Structure (ORCA input):
```
! RIJCOSX wB97M-V def2-TZVPD def2/J DEFGRID3
* xyz 0 1
C -1.050 1.587 -1.482
C -0.941 0.012 0.364
C 0.357 -0.406 0.248
C 0.990 -1.325 1.271
H -1.845 2.138 -2.005
H -0.384 2.383 -1.101
H -0.551 1.018 -2.278
H -2.570 1.196 -0.069
H -1.403 -0.403 1.232
H 2.732 -2.211 1.709
H 2.634 -1.426 0.117
N -1.655 0.850 -0.441
N 2.244 -1.668 0.994
O 0.335 -1.711 2.226
F 1.108 -0.034 -0.785
*
```

Electronic structure analysis, Löwdin charges in units of e:
1 C -0.131
2 C -0.060
3 C -0.214
4 C -0.533
5 H 0.085
6 H 0.094
7 H 0.089
8 H 0.157
9 H 0.120
10 H 0.131
11 H 0.091
12 N -0.076
13 N 0.176
14 O 0.031
15 F 0.040


# 8
Computed, not measured: an isolated molecule of C4H7FN2O in a non-equilibrium geometry, with ωB97M-V/def2-TZVPD.

Calculated values
* total energy: -441.09078 Ha
* structure (SMILES): O=C1NNC[C@@H]1CF
* frontier orbital gap: 9.65 eV

Structure (ORCA input):
```
! RIJCOSX wB97M-V def2-TZVPD def2/J DEFGRID3
* xyz 0 1
C 0.974 -1.156 1.103
C -0.422 -0.642 0.494
C -0.634 0.841 0.994
C -0.260 -0.357 -0.954
H 0.370 -1.593 2.161
H 1.448 -1.988 0.477
H -1.178 -1.369 0.900
H 0.413 1.409 1.067
H -1.315 0.882 1.866
H -2.445 1.923 -0.177
H -0.258 1.075 -2.167
N -1.241 1.549 -0.232
N -1.021 0.668 -1.338
O 0.530 -0.896 -1.699
F 1.846 -0.090 1.182
*
```

Electronic structure analysis, Löwdin charges in units of e:
1 C -0.169
2 C -0.204
3 C -0.134
4 C -0.573
5 H 0.174
6 H 0.134
7 H 0.150
8 H 0.155
9 H 0.112
10 H 0.213
11 H 0.247
12 N -0.114
13 N -0.003
14 O 0.069
15 F -0.056


# 9
Computed, not measured: a cluster of 2 separate species, C4H7FN2O3 in total in a non-equilibrium geometry, with ωB97M-V/def2-TZVPD.

Calculated values
* total energy: -591.52912 Ha
* structure (SMILES): CC/C(F)=[N+](\[O-])O.N=C=O
* frontier orbital gap (alpha / beta): 9.68 / 9.68 eV

Structure (ORCA input):
```
! RIJCOSX wB97M-V def2-TZVPD def2/J DEFGRID3
* xyz 0 1
C 1.830 1.104 -0.328
C -2.290 -0.008 -0.405
C -1.021 0.825 -0.005
C 0.023 -0.084 0.537
N 2.761 0.836 0.400
N 0.423 -1.125 -0.055
O 1.295 1.731 -1.172
O 0.058 -1.422 -1.118
O 1.369 -1.987 0.733
F 0.470 0.073 1.771
H -1.981 -0.883 -1.108
H -3.015 0.706 -0.872
H -2.548 -0.659 0.431
H -0.642 1.404 -0.917
H -1.390 1.592 0.779
H 1.967 -2.508 0.070
H 2.690 0.404 1.258
*
```

Electronic structure analysis, Löwdin charges in units of e:
1 C -0.425
2 C -0.091
3 C -0.141
4 C -0.386
5 N 0.227
6 N -0.262
7 O 0.130
8 O 0.064
9 O 0.033
10 F 0.117
11 H 0.091
12 H 0.089
13 H 0.071
14 H 0.123
15 H 0.154
16 H 0.163
17 H 0.044